1.
DFT (the ωB97M-V functional and the def2-TZVPD basis) results for a gas-phase ion, C3H9N4O2 (charge +1) at a distorted geometry.

Atoms and positions in Å:
C  -1.975  0.910  -0.068
N  -1.076  -0.219  0.068
N  -0.732  -0.921  -1.222
C  0.105  -0.013  0.866
N  1.015  -1.434  0.382
O  2.221  -0.878  -0.028
C  2.226  0.469  -0.073
O  3.191  1.093  -0.392
N  0.976  0.945  0.461
H  -1.603  1.487  -0.888
H  -2.964  0.682  -0.003
H  -1.734  1.471  0.856
H  -1.505  -1.758  -1.297
H  -0.713  -0.196  -1.966
H  0.210  -1.516  -0.793
H  -0.091  -0.009  1.890
H  1.289  -1.882  1.324
H  1.161  1.768  0.884

Output
LUMO energy   -3.52 eV
E_tot   -488.820992 Ha
Net charge   +1
Highest occupied orbital energy   -14.64 eV
Orbital gap   11.118 eV
Relative energy (zero: lowest compared OMol25 entry of this formula, charge and spin)   3.006 eV



2.
DFT (the ωB97M-V functional and the def2-TZVPD basis) results for 2 unconnected molecules or ions with the total composition ClFIPS at a distorted geometry.

Atoms and positions in Å:
F  -2.897  -0.372  0.630
P  -2.225  0.853  -0.140
S  2.353  -0.604  1.317
Cl  -0.828  0.025  -1.276
I  3.596  0.098  -0.531

Output
LUMO energy (spin up / spin down)   -0.87 / -2.64 eV
E_tot   -1597.271566 Ha
Highest occupied orbital energy (spin up / spin down)   -9.21 / -8.20 eV
Orbital gap (spin up / spin down)   8.335 / 5.559 eV
Relative energy (zero: lowest compared OMol25 entry of this formula, charge and spin)   3.015 eV



3.
DFT (the ωB97M-V functional and the def2-TZVPD basis) results for 2 unconnected molecules or ions with the total composition C5H11N at a distorted geometry.

Atoms and positions in Å:
C  -0.301  0.578  1.707
C  -0.808  -0.399  0.719
C  0.070  -1.170  -0.258
C  -0.126  0.448  -2.332
C  0.028  -0.775  -1.668
N  1.074  0.326  2.031
H  -0.986  0.671  2.519
H  -0.522  1.692  1.382
H  -1.415  -1.136  1.259
H  -1.342  0.275  -0.003
H  0.275  -2.198  -0.055
H  1.595  0.114  1.193
H  0.202  0.490  -3.373
H  -0.974  1.095  -2.271
H  0.365  -1.554  -2.414
H  1.319  0.645  -1.104
H  1.547  0.898  2.668

Output
LUMO energy   -0.83 eV
E_tot   -251.616269 Ha
Highest occupied orbital energy   -7.56 eV
Orbital gap   6.731 eV
Relative energy (zero: lowest compared OMol25 entry of this formula, charge and spin)   6.701 eV



4.
DFT (the ωB97M-V functional and the def2-TZVPD basis) results for 2 unconnected molecules or ions with the total composition C14H30BBrIN3O9S at a distorted geometry.

Atoms and positions in Å:
C  1.020  0.942  -1.100
C  1.305  -0.442  -1.701
N  0.216  -1.433  -1.606
C  0.479  -2.625  -0.879
O  1.768  -3.105  -0.938
C  0.148  -2.587  0.634
C  1.118  -1.649  1.402
C  1.974  -2.398  2.466
C  2.186  -1.530  3.709
Br  3.777  -2.652  1.681
C  -1.343  -2.307  0.941
I  -1.879  -0.202  0.717
O  -1.721  -2.565  2.308
N  -0.814  -3.349  3.065
O  -0.694  -2.906  4.132
C  -2.339  -3.142  0.052
C  -3.007  -2.388  -1.114
B  -3.530  -3.672  1.020
N  -3.340  -4.897  1.813
O  -4.728  -3.025  1.111
O  -1.719  -4.328  -0.482
S  -0.550  -4.065  -1.542
O  0.262  -5.226  -1.476
O  -0.998  -3.791  -2.880
H  1.951  1.497  -1.190
H  0.870  0.830  -0.032
H  0.193  1.452  -1.577
H  2.258  -0.755  -1.283
H  1.484  -0.261  -2.760
H  -0.170  -1.589  -2.528
H  2.118  -2.997  -1.837
H  0.437  -3.589  0.945
H  0.578  -0.878  1.943
H  1.833  -1.185  0.739
H  1.555  -3.356  2.731
H  3.103  -0.958  3.653
H  2.261  -2.154  4.597
H  1.335  -0.875  3.875
H  -3.419  -3.151  -1.773
H  -3.840  -1.767  -0.822
H  -2.323  -1.817  -1.730
H  -3.382  -4.586  2.779
H  -4.106  -5.544  1.654
H  -4.643  -2.058  1.091
C  -0.511  5.122  -0.257
O  0.420  4.672  -1.228
C  0.395  5.440  -2.422
C  1.521  6.451  -2.465
O  1.381  7.440  -1.458
C  2.201  7.206  -0.326
H  -0.237  4.671  0.695
H  -0.497  6.208  -0.148
H  -1.523  4.796  -0.523
H  -0.572  5.937  -2.542
H  0.520  4.742  -3.256
H  1.496  6.966  -3.430
H  2.490  5.950  -2.381
H  3.238  7.479  -0.546
H  2.160  6.164  -0.003
H  1.837  7.838  0.483

Output
LUMO energy   -0.82 eV
E_tot   -4687.494873 Ha
Highest occupied orbital energy   -9.45 eV
Orbital gap   8.628 eV



5.
DFT (the ωB97M-V functional and the def2-TZVPD basis) results for a single C5H8N2 molecule at a distorted geometry.

Atoms and positions in Å:
C  0.477  -1.517  -0.806
N  -0.744  -1.539  -0.257
C  -1.105  -0.251  0.339
C  -0.788  0.953  -0.603
C  0.618  0.776  -0.098
C  0.079  0.289  1.311
N  1.285  -0.323  -0.821
H  0.761  -2.383  -1.398
H  -2.133  -0.298  0.798
H  -1.261  1.918  -0.201
H  -0.924  0.823  -1.700
H  1.128  1.735  -0.069
H  0.531  -0.517  1.914
H  -0.212  1.028  1.978
H  2.289  -0.692  -0.387

Output
LUMO energy   0.93 eV
E_tot   -304.748661 Ha
Highest occupied orbital energy   -8.71 eV
Orbital gap   9.638 eV
Relative energy (zero: lowest compared OMol25 entry of this formula, charge and spin)   2.363 eV



6.
DFT (the ωB97M-V functional and the def2-TZVPD basis) results for a molecular structure, C19H33BCl2F2InN5O3 at a distorted geometry.

Atoms and positions in Å:
In  -1.111  0.707  0.203
C  -2.246  3.037  0.107
C  -0.879  2.827  0.642
C  0.024  3.084  -0.499
C  -0.741  3.358  -1.601
C  -2.137  3.313  -1.232
C  -3.273  3.518  -2.188
C  -0.268  3.615  -2.999
C  1.518  3.086  -0.367
C  -0.477  3.211  2.047
C  -3.505  2.940  0.925
H  -3.386  4.573  -2.448
H  -4.215  3.178  -1.758
H  -3.115  2.975  -3.123
H  -0.521  4.627  -3.322
H  -0.736  2.932  -3.714
H  0.812  3.503  -3.087
H  1.870  4.007  0.107
H  2.006  3.012  -1.339
H  1.870  2.253  0.246
H  -0.446  4.301  2.133
H  0.513  2.829  2.299
H  -1.178  2.836  2.793
H  -4.134  3.818  0.773
H  -3.277  2.876  1.988
H  -4.094  2.055  0.671
N  -1.577  -2.833  -1.597
C  -0.142  -3.044  -1.842
C  0.406  -2.003  -2.812
C  0.442  -0.608  -2.193
N  -0.924  -0.144  -1.815
H  -1.836  -3.185  -0.680
H  -2.151  -3.291  -2.293
H  0.085  -4.051  -2.209
H  0.362  -2.929  -0.880
H  -0.187  -1.990  -3.734
H  1.424  -2.286  -3.093
H  0.871  0.132  -2.872
H  1.063  -0.649  -1.297
H  -1.511  -0.998  -1.687
H  -1.336  0.418  -2.551
Cl  -0.082  -1.913  2.152
C  -1.702  -2.575  1.811
Cl  -1.978  0.040  3.885
C  -2.763  -1.830  1.123
O  -3.794  -2.465  0.928
O  -2.753  -0.521  0.767
H  -1.953  -3.479  2.344
F  0.187  -2.898  3.641
B  -0.398  -0.529  3.512
F  0.671  -0.074  4.095
C  4.663  -3.797  1.616
N  3.727  -2.699  1.793
C  2.499  -2.967  2.562
C  1.560  -2.001  1.878
O  -0.373  -1.067  0.885
N  2.157  -1.438  0.730
C  3.360  -1.895  0.729
N  4.298  -1.589  -0.238
H  5.068  -4.086  2.585
H  5.489  -3.493  0.978
H  4.175  -4.669  1.166
H  2.636  -2.767  3.625
H  2.224  -4.023  2.446
H  3.992  -0.845  -0.845
H  5.227  -1.428  0.124

Output
LUMO energy   0.01 eV
E_tot   -2578.086502 Ha
Highest occupied orbital energy   -6.40 eV
Orbital gap   6.408 eV
Relative energy (zero: lowest compared OMol25 entry of this formula, charge and spin)   15.236 eV



7.
DFT (the ωB97M-V functional and the def2-TZVPD basis) results for a molecular structure, C37H35Co2N3O5P at a distorted geometry.

Atoms and positions in Å:
O  3.980  4.205  -0.451
C  3.177  3.382  -0.337
Co  1.975  2.126  -0.167
C  2.707  1.120  1.067
O  3.162  0.588  1.998
C  0.917  3.254  0.679
O  0.321  4.039  1.292
C  1.280  1.742  -1.764
C  2.466  1.011  -1.427
C  3.400  0.170  -1.946
C  4.629  -0.155  -1.227
C  5.851  0.366  -1.699
C  7.009  0.208  -0.945
C  6.981  -0.506  0.259
C  5.782  -1.095  0.686
C  4.622  -0.944  -0.063
Co  0.307  0.353  -1.061
C  0.747  -0.992  -0.126
O  0.988  -1.963  0.469
C  -0.187  -0.254  -2.595
O  -0.594  -0.601  -3.630
P  -1.391  1.076  -0.131
C  -1.575  1.264  1.673
C  -2.830  1.558  2.222
C  -2.969  1.701  3.602
C  -1.860  1.508  4.434
C  -0.621  1.152  3.896
C  -0.477  1.036  2.512
C  -1.891  2.669  -0.869
C  -2.280  3.766  -0.096
C  -2.549  4.987  -0.715
C  -2.486  5.091  -2.110
C  -2.125  3.990  -2.887
C  -1.807  2.783  -2.265
C  -2.788  -0.046  -0.530
C  -3.877  0.364  -1.307
C  -4.871  -0.556  -1.647
C  -4.786  -1.874  -1.190
C  -3.704  -2.286  -0.404
C  -2.706  -1.369  -0.067
H  1.049  2.286  -2.663
H  3.382  -0.021  -3.035
H  5.861  0.900  -2.651
H  7.948  0.643  -1.291
H  7.886  -0.593  0.866
H  5.747  -1.667  1.610
H  3.704  -1.491  0.166
H  -3.686  1.682  1.557
H  -3.944  1.960  4.013
H  -1.969  1.632  5.508
H  0.241  0.969  4.543
H  0.494  0.767  2.078
H  -2.402  3.652  0.979
H  -2.815  5.843  -0.096
H  -2.733  6.034  -2.588
H  -2.087  4.048  -3.976
H  -1.499  1.923  -2.868
H  -3.946  1.399  -1.635
H  -5.710  -0.226  -2.258
H  -5.574  -2.582  -1.436
H  -3.633  -3.314  -0.044
H  -1.860  -1.680  0.553
C  3.785  -3.370  5.598
N  3.244  -3.484  4.266
C  4.174  -3.076  3.235
C  1.945  -3.554  3.830
N  1.794  -3.204  2.567
N  0.896  -4.063  4.573
C  0.831  -4.242  6.010
C  -0.182  -4.758  3.884
H  3.199  -3.880  6.362
H  4.780  -3.838  5.578
H  3.944  -2.313  5.888
H  3.670  -3.270  2.283
H  4.394  -1.998  3.292
H  5.107  -3.636  3.327
H  0.853  -2.857  2.348
H  1.464  -3.525  6.543
H  -0.214  -4.072  6.335
H  1.087  -5.286  6.279
H  -0.021  -4.673  2.809
H  -0.182  -5.821  4.155
H  -1.161  -4.338  4.151

Output
LUMO energy   2.33 eV
E_tot   -5078.179153 Ha
Net charge   -1
Highest occupied orbital energy   -2.89 eV
Orbital gap   5.215 eV



8.
DFT (the ωB97M-V functional and the def2-TZVPD basis) results for a single C2H8N4 molecule at a distorted geometry.

Atoms and positions in Å:
C  -0.666  0.417  -0.434
C  -1.865  0.318  0.465
N  -0.196  -1.785  -0.204
N  2.295  0.576  0.351
N  0.486  -0.713  0.042
N  1.736  -0.640  -0.099
H  0.461  -2.552  -0.399
H  1.954  1.375  -0.181
H  3.296  0.524  0.190
H  -0.082  1.325  -0.296
H  -0.906  0.264  -1.485
H  -1.600  0.539  1.497
H  -2.622  1.033  0.135
H  -2.291  -0.681  0.418

Output
LUMO energy   0.60 eV
E_tot   -299.869825 Ha
Highest occupied orbital energy   -7.68 eV
Orbital gap   8.287 eV
Relative energy (zero: lowest compared OMol25 entry of this formula, charge and spin)   4.378 eV